Entry 1:
14
Properties=species:S:1:pos:R:3:forces:R:3 method="wB97M-V/def2-TZVPD" lumo_energy_ev=-0.273 e_homo_ev=-11.665 smiles="O=[N+]([O-])[C@@](F)(CO)C(F)(F)F" e_above_lowest_kj_mol=46.8 e_tot_ha=-795.933729 multiplicity=1
O -1.366 1.450 -0.901 -0.80 -0.40 -0.47
N -0.430 1.480 -0.157 0.29 0.66 0.73
O -0.001 2.450 0.419 -0.07 -0.30 0.04
C 0.299 0.175 0.013 1.99 -0.56 1.22
F 1.474 0.499 0.795 -2.15 -0.74 -1.62
C -0.458 -0.954 0.791 0.04 0.42 1.56
O -1.246 -0.283 1.770 1.01 0.88 1.88
C 0.704 -0.309 -1.386 0.53 -1.25 -0.08
F -0.216 -1.229 -1.770 0.65 0.27 -0.24
F 1.918 -0.883 -1.341 -0.46 -0.31 0.27
F 0.775 0.605 -2.311 -0.17 1.03 -0.60
H 0.376 -1.490 1.345 -0.89 0.15 -1.13
H -1.157 -1.675 0.225 1.39 1.57 0.70
H -0.671 0.163 2.509 -1.36 -1.41 -2.26

---

Entry 2:
86
Properties=species:S:1:pos:R:3:forces:R:3 method="wB97M-V/def2-TZVPD" lumo_energy_ev="-0.658 / -0.371" e_homo_ev="-5.844 / -5.883" e_above_lowest_kj_mol=302.1 e_tot_ha=-6992.758095 s_squared=0.914 multiplicity=2
Fe 0.937 -1.474 -0.176 -1.43 -2.09 -0.02
Cl -3.640 -3.694 5.190 -0.22 -0.11 0.14
C -2.388 -3.100 4.151 -0.31 -0.04 -0.37
C -1.224 -2.602 4.736 0.54 0.20 -0.74
C -0.228 -2.118 3.913 -0.10 -0.15 0.76
Cl 1.219 -1.469 4.598 0.08 0.02 0.14
C -0.310 -2.147 2.503 -0.55 -0.15 -1.38
O 0.678 -1.758 1.788 0.60 0.66 -0.68
C -1.544 -2.639 1.935 0.73 0.28 1.09
C -1.773 -2.608 0.540 0.64 0.33 -1.13
O -0.973 -2.237 -0.363 -0.11 0.06 0.95
C -2.565 -3.102 2.791 0.22 0.04 0.04
H -1.100 -2.614 5.808 0.02 0.08 0.05
H -2.774 -2.918 0.215 0.15 -0.10 -0.09
H -3.484 -3.465 2.356 -0.13 -0.05 0.01
I 3.299 -1.682 -0.968 -0.27 -0.61 -0.74
C 4.564 0.241 -0.537 -0.74 -1.01 0.42
C 5.903 -0.054 -0.532 -0.83 0.42 -0.04
C 6.852 0.962 -0.423 0.19 0.49 -0.11
C 6.422 2.258 -0.338 0.36 -0.29 0.05
C 5.051 2.576 -0.292 -0.44 0.11 -0.06
C 4.675 3.926 -0.159 -0.36 0.12 0.07
C 3.355 4.273 -0.053 0.64 0.26 -0.08
C 2.382 3.282 -0.095 -0.20 -0.87 -0.07
C 2.685 1.936 -0.275 -0.14 0.46 0.37
P 1.186 0.865 -0.348 0.02 0.77 0.06
C 0.095 1.740 0.831 -0.08 -0.29 -0.01
C -0.887 2.649 0.451 0.21 -0.12 0.00
C -1.641 3.294 1.412 -0.03 0.11 0.04
C -1.422 3.030 2.755 -0.04 0.00 0.09
C -0.466 2.103 3.139 -0.08 0.02 0.09
C 0.286 1.453 2.179 0.10 -0.09 -0.16
C 0.487 1.314 -1.986 0.05 -0.52 0.05
C -0.392 0.381 -2.538 0.14 -0.04 0.18
C -0.977 0.608 -3.769 -0.05 -0.03 -0.17
C -0.686 1.767 -4.470 0.01 -0.06 -0.02
C 0.198 2.691 -3.938 -0.07 0.15 0.03
C 0.786 2.468 -2.704 0.07 -0.02 0.08
C 4.056 1.541 -0.371 0.98 0.61 -0.05
H 6.220 -1.080 -0.642 0.13 -0.29 0.00
H 7.904 0.724 -0.439 0.21 0.05 0.02
H 7.133 3.069 -0.293 0.11 0.11 0.05
H 5.449 4.680 -0.124 0.07 0.09 0.02
H 3.059 5.305 0.066 0.00 0.08 0.02
H 1.349 3.577 0.009 0.03 0.07 0.05
H -1.047 2.855 -0.596 -0.04 0.02 -0.12
H -2.398 4.010 1.116 -0.04 0.03 -0.01
H -1.998 3.547 3.508 -0.09 0.04 0.06
H -0.310 1.883 4.186 0.02 -0.01 0.05
H 1.026 0.715 2.465 0.02 -0.01 0.08
H -0.624 -0.528 -1.993 -0.11 0.04 -0.10
H -1.654 -0.121 -4.183 -0.10 -0.11 -0.03
H -1.131 1.941 -5.438 -0.06 0.02 -0.09
H 0.422 3.596 -4.485 0.07 0.04 -0.03
H 1.487 3.189 -2.308 0.02 0.01 -0.04
C 3.100 -5.204 -1.391 -0.17 0.28 0.13
C 1.812 -4.544 -0.867 -0.81 -0.35 0.41
C 0.602 -5.355 -1.364 0.23 -0.11 0.34
C 1.834 -4.537 0.662 -0.02 -0.11 -0.23
C 1.654 -3.147 -1.380 1.71 1.51 0.47
H 3.154 -6.232 -1.038 0.03 -0.16 0.01
H 3.975 -4.666 -1.026 0.05 -0.02 -0.01
H 3.127 -5.209 -2.479 0.00 0.03 -0.11
H 0.626 -6.360 -0.947 -0.06 -0.24 0.00
H 0.609 -5.431 -2.449 -0.01 0.01 -0.14
H -0.321 -4.871 -1.057 -0.12 0.03 0.02
H 1.993 -5.536 1.062 0.04 -0.18 0.02
H 0.884 -4.164 1.039 -0.02 0.02 0.13
H 2.635 -3.892 1.020 0.01 0.06 0.16
H 1.403 -3.079 -2.437 -0.47 0.42 0.10
C -5.819 0.367 1.467 0.01 -0.40 0.37
N -5.464 1.387 0.519 0.33 0.30 -0.41
C -6.213 2.474 0.155 -0.19 0.51 -0.28
C -5.547 3.109 -0.836 -0.51 0.14 0.20
N -4.391 2.412 -1.078 -0.44 -0.23 0.60
C -3.462 2.710 -2.129 0.38 0.04 -0.34
C -4.341 1.351 -0.238 0.26 -0.40 0.00
Se -3.062 0.068 -0.142 0.25 -0.40 -0.11
H -6.857 0.498 1.767 0.06 0.08 -0.01
H -5.163 0.402 2.341 -0.08 0.04 -0.09
H -5.689 -0.612 1.001 -0.04 0.08 0.03
H -7.146 2.704 0.628 -0.13 0.06 0.03
H -5.795 3.978 -1.406 -0.13 0.24 -0.04
H -2.975 3.669 -1.955 0.02 0.04 0.04
H -3.983 2.747 -3.085 -0.01 -0.03 -0.01
H -2.712 1.923 -2.160 0.00 0.00 0.02